# 1
Below is C11H23InO4 as an isolated structure at a distorted geometry, with properties calculated with ωB97M-V/def2-TZVPD.

Calculated values
Kohn-Sham gap: 3.032 eV
Total charge: +2
Highest occupied orbital energy: -15.462 eV
Electronic energy: -25121.20999 eV

Geometry (Å):
In  1.35  1.49  0.74
C  3.16  3.57  -3.96
C  2.69  2.27  -3.34
O  2.09  2.36  -2.03
H  2.38  4.33  -3.86
H  3.39  3.48  -5.02
H  4.01  3.96  -3.41
H  3.55  1.61  -3.25
H  2.06  1.78  -4.08
C  0.92  -3.52  -0.80
C  0.87  -2.53  0.32
O  0.97  -1.33  0.22
C  0.82  -3.17  1.76
H  -0.10  -3.64  -1.17
H  1.28  -4.52  -0.54
H  1.58  -3.14  -1.59
H  1.23  -4.18  1.76
H  -0.26  -3.27  1.84
H  1.26  -2.47  2.47
C  -1.98  -0.56  4.20
C  -0.64  0.00  3.73
O  -0.33  -0.08  2.58
C  0.24  0.61  4.81
H  -2.56  0.35  4.07
H  -1.78  -0.94  5.21
H  -2.30  -1.38  3.56
H  -0.43  1.09  5.52
H  0.84  1.35  4.28
H  0.83  -0.08  5.40
C  -2.00  0.06  -2.96
C  -1.99  0.61  -1.57
O  -0.95  0.57  -0.89
C  -3.26  1.20  -1.06
H  -2.90  0.43  -3.46
H  -2.16  -0.99  -3.18
H  -1.10  0.41  -3.46
H  -3.01  2.24  -0.83
H  -3.72  0.78  -0.17
H  -4.05  1.24  -1.82

=====

# 2
Below is a 2-piece molecular cluster, C11H23N2 overall at a distorted geometry, with properties calculated with ωB97M-V/def2-TZVPD.

Calculated values
Kohn-Sham gap (alpha / beta): 8.340 / 8.340 eV
Total charge: +1
Highest occupied orbital energy (alpha / beta): -11.408 / -11.408 eV
Electronic energy: -14746.64077 eV

Geometry (Å):
C  1.68  -0.54  -0.18
C  1.15  0.49  0.10
C  1.49  -0.33  -3.21
C  -0.05  1.68  3.55
C  -0.47  2.85  1.62
C  -3.10  1.00  0.68
C  -1.90  -0.95  0.01
C  1.89  -1.94  -0.36
C  2.21  -1.66  -2.88
C  1.52  -2.43  -1.76
C  -0.94  0.47  1.77
N  -0.51  1.68  2.16
N  -1.72  0.42  0.52
H  1.65  0.46  -2.32
H  1.95  0.13  -4.18
H  0.45  -0.43  -3.53
H  0.52  2.61  3.74
H  -0.90  1.30  4.11
H  0.72  0.90  3.50
H  -1.13  3.02  0.74
H  0.11  3.68  1.94
H  1.13  1.53  0.32
H  -3.68  1.02  -0.16
H  -3.47  0.57  1.51
H  -3.02  1.98  0.89
H  -2.61  -1.12  -0.69
H  -0.92  -1.16  -0.41
H  -2.12  -1.65  0.73
H  1.36  -2.26  0.50
H  2.89  -2.05  -0.20
H  3.19  -1.60  -2.59
H  2.27  -2.22  -3.91
H  0.52  -2.32  -1.91
H  1.78  -3.58  -1.91
H  -0.64  -0.51  2.16
H  -1.29  0.98  -0.35

=====

# 3
Below is one molecule with the formula C11H23NS3 at a distorted geometry, with properties calculated with ωB97M-V/def2-TZVPD.

Calculated values
Kohn-Sham gap: 8.702 eV
Total charge: 0
Highest occupied orbital energy: -8.163 eV
Electronic energy: -45771.16912 eV

Geometry (Å):
C  -0.79  -2.70  2.34
C  -1.43  -1.42  1.73
C  -2.39  -1.72  0.69
C  -3.27  -0.64  0.01
C  -2.36  0.22  -0.79
C  -1.98  -0.58  -1.97
S  -0.82  0.56  -2.70
S  0.83  -0.06  -1.56
C  0.98  1.10  -0.27
S  0.08  2.45  0.08
N  2.06  0.70  0.53
C  2.97  -0.40  0.11
C  2.45  -1.82  0.51
C  2.42  1.17  1.80
C  1.21  1.05  2.78
H  -0.33  -3.40  1.62
H  0.06  -2.31  2.95
H  -1.56  -3.16  2.77
H  -2.01  -1.06  2.70
H  -0.60  -0.55  1.61
H  -1.80  -2.28  -0.15
H  -2.92  -2.58  1.23
H  -4.24  -1.00  -0.54
H  -3.74  -0.14  0.94
H  -1.42  0.38  -0.15
H  -2.86  1.19  -1.11
H  -2.74  -0.78  -2.72
H  -1.50  -1.51  -1.63
H  4.02  -0.25  0.45
H  3.02  -0.29  -1.08
H  3.07  -2.10  1.65
H  2.84  -2.57  -0.36
H  1.25  -1.72  0.40
H  2.85  2.30  1.71
H  3.29  0.64  2.21
H  0.30  1.85  2.40
H  1.39  1.69  3.74
H  0.77  0.01  3.02

=====

# 4
Below is C11H23P2Pb as an isolated structure at a distorted geometry, with properties calculated with ωB97M-V/def2-TZVPD.

Calculated values
Kohn-Sham gap (alpha / beta): 6.772 / 5.717 eV
Total charge: +1
Highest occupied orbital energy (alpha / beta): -10.645 / -9.924 eV
Electronic energy: -35595.33297 eV

Geometry (Å):
C  0.83  2.53  -0.80
C  0.29  2.98  0.44
C  -1.13  2.95  0.35
C  -1.49  2.53  -0.97
C  -0.28  2.24  -1.68
Pb  0.63  -1.39  -1.44
P  2.53  -1.74  0.65
H  1.88  2.44  -1.07
H  0.87  3.31  1.30
H  -1.83  3.24  1.13
H  -0.20  1.91  -2.73
H  -2.49  2.45  -1.38
H  2.41  -2.45  1.90
H  3.52  -0.78  1.03
H  3.43  -2.66  0.02
C  -3.76  -2.48  -1.65
C  -3.44  -2.47  -0.15
P  -1.70  -2.05  0.22
C  -1.67  -2.00  2.08
C  -2.46  -3.07  2.83
C  -0.80  -3.65  -0.17
C  -1.49  -4.96  0.19
H  -3.56  -1.51  -2.11
H  -4.82  -2.72  -1.79
H  -3.18  -3.26  -2.17
H  -4.06  -1.71  0.36
H  -3.70  -3.43  0.31
H  -0.61  -2.00  2.39
H  -2.08  -1.01  2.33
H  -1.98  -4.06  2.81
H  -2.51  -2.79  3.88
H  -3.49  -3.17  2.48
H  -0.65  -3.66  -1.27
H  0.20  -3.59  0.30
H  -2.50  -5.03  -0.23
H  -0.91  -5.76  -0.27
H  -1.52  -5.17  1.26

=====

What did the first record say?
Below is C11H23InO4 as an isolated structure at a distorted geometry, with properties calculated with ωB97M-V/def2-TZVPD.

Calculated values
Kohn-Sham gap: 3.032 eV
Total charge: +2
Highest occupied orbital energy: -15.462 eV
Electronic energy: -25121.20999 eV

Geometry (Å):
In  1.35  1.49  0.74
C  3.16  3.57  -3.96
C  2.69  2.27  -3.34
O  2.09  2.36  -2.03
H  2.38  4.33  -3.86
H  3.39  3.48  -5.02
H  4.01  3.96  -3.41
H  3.55  1.61  -3.25
H  2.06  1.78  -4.08
C  0.92  -3.52  -0.80
C  0.87  -2.53  0.32
O  0.97  -1.33  0.22
C  0.82  -3.17  1.76
H  -0.10  -3.64  -1.17
H  1.28  -4.52  -0.54
H  1.58  -3.14  -1.59
H  1.23  -4.18  1.76
H  -0.26  -3.27  1.84
H  1.26  -2.47  2.47
C  -1.98  -0.56  4.20
C  -0.64  0.00  3.73
O  -0.33  -0.08  2.58
C  0.24  0.61  4.81
H  -2.56  0.35  4.07
H  -1.78  -0.94  5.21
H  -2.30  -1.38  3.56
H  -0.43  1.09  5.52
H  0.84  1.35  4.28
H  0.83  -0.08  5.40
C  -2.00  0.06  -2.96
C  -1.99  0.61  -1.57
O  -0.95  0.57  -0.89
C  -3.26  1.20  -1.06
H  -2.90  0.43  -3.46
H  -2.16  -0.99  -3.18
H  -1.10  0.41  -3.46
H  -3.01  2.24  -0.83
H  -3.72  0.78  -0.17
H  -4.05  1.24  -1.82

=====

Question: Which formula does entry 4 have?
Answer: C11H23P2Pb

=====

What did the third record say?
Below is one molecule with the formula C11H23NS3 at a distorted geometry, with properties calculated with ωB97M-V/def2-TZVPD.

Calculated values
Kohn-Sham gap: 8.702 eV
Total charge: 0
Highest occupied orbital energy: -8.163 eV
Electronic energy: -45771.16912 eV

Geometry (Å):
C  -0.79  -2.70  2.34
C  -1.43  -1.42  1.73
C  -2.39  -1.72  0.69
C  -3.27  -0.64  0.01
C  -2.36  0.22  -0.79
C  -1.98  -0.58  -1.97
S  -0.82  0.56  -2.70
S  0.83  -0.06  -1.56
C  0.98  1.10  -0.27
S  0.08  2.45  0.08
N  2.06  0.70  0.53
C  2.97  -0.40  0.11
C  2.45  -1.82  0.51
C  2.42  1.17  1.80
C  1.21  1.05  2.78
H  -0.33  -3.40  1.62
H  0.06  -2.31  2.95
H  -1.56  -3.16  2.77
H  -2.01  -1.06  2.70
H  -0.60  -0.55  1.61
H  -1.80  -2.28  -0.15
H  -2.92  -2.58  1.23
H  -4.24  -1.00  -0.54
H  -3.74  -0.14  0.94
H  -1.42  0.38  -0.15
H  -2.86  1.19  -1.11
H  -2.74  -0.78  -2.72
H  -1.50  -1.51  -1.63
H  4.02  -0.25  0.45
H  3.02  -0.29  -1.08
H  3.07  -2.10  1.65
H  2.84  -2.57  -0.36
H  1.25  -1.72  0.40
H  2.85  2.30  1.71
H  3.29  0.64  2.21
H  0.30  1.85  2.40
H  1.39  1.69  3.74
H  0.77  0.01  3.02